# 1
The following is a quantum chemistry calculation of a molecular structure, C16H25IN4OPdSi2 at a distorted geometry, from OMol25.

Properties
LUMO level (spin up / spin down): -0.0570 / -0.0570 Ha
M: 578.90 g/mol

```
! RIJCOSX wB97M-V def2-TZVPD def2/J DEFGRID3
* xyz 0 1
Pd -0.47823 0.23939 -0.82838
C 3.43977 -1.59261 -2.43128
Si 2.37047 -0.02561 -2.18878
C 3.47037 1.50809 -2.49148
C 0.86457 -0.12871 -3.38108
N 1.62227 0.02539 -0.63568
C 2.13727 -0.06891 0.58602
C 3.52177 -0.10281 0.84902
C 3.99407 -0.12031 2.13542
C 3.10007 -0.10461 3.21462
C 1.74467 -0.10711 3.00582
C 1.21687 -0.12981 1.69882
N -0.07963 -0.23631 1.40812
Si -1.51443 -0.16481 2.34052
C -2.52893 -1.72581 1.82742
C -2.37563 1.46339 1.76022
C -1.46833 -0.13441 4.24522
H 3.88287 -1.60301 -3.42078
H 2.85577 -2.49981 -2.31538
H 4.24837 -1.63061 -1.71008
H 3.89907 1.47919 -3.48688
H 4.28867 1.52729 -1.77828
H 2.92207 2.43829 -2.38248
H 1.16667 -0.50461 -4.35488
H 0.39697 0.84729 -3.53338
H 0.10437 -0.82391 -2.97808
H 4.20157 -0.09441 0.01202
H 5.06147 -0.12461 2.31402
H 3.49157 -0.09651 4.22072
H 1.06347 -0.10241 3.84062
H -2.22423 -2.09681 0.84712
H -3.60353 -1.55211 1.82042
H -2.35383 -2.52961 2.53732
H -1.97793 1.77789 0.78842
H -2.16023 2.26359 2.46022
H -3.45753 1.39939 1.69042
H -0.95203 -1.00331 4.64102
H -2.47513 -0.14091 4.64912
H -0.96943 0.75379 4.62012
O 0.31037 2.91919 -0.89228
C -0.52103 2.23669 -1.30078
I -6.10823 -0.18311 -4.05418
C -4.58103 -0.16271 -2.62998
C -4.74583 -0.12601 -1.26128
N -3.51223 -0.14251 -0.73778
N -2.57203 -0.18951 -1.67788
C -3.19673 -0.19191 -2.84268
H -5.63363 -0.08631 -0.66228
H -3.22413 -0.13351 0.23392
H -2.66163 -0.21881 -3.77078
*
```


# 2
The following is a quantum chemistry calculation of a molecular structure, C7H10CrN2O3 at a distorted geometry, from OMol25.

Properties
LUMO level (spin up / spin down): 0.2214 / 0.2144 Ha
M: 222.16 g/mol

```
! RIJCOSX wB97M-V def2-TZVPD def2/J DEFGRID3
* xyz -2 5
C -0.49766 0.91009 -1.96522
C 0.89345 1.05204 -1.70184
C 1.06223 1.79174 -0.49623
C -0.23277 2.18273 -0.03741
C -1.19017 1.66035 -0.93670
Cr -0.20935 -0.23706 -0.10609
N -1.96174 -0.48160 0.14237
C -0.01743 -2.09288 -0.30459
C 1.36130 -1.81270 -0.40462
H 1.99856 2.20708 -0.13030
H 1.69428 0.82544 -2.41432
H -0.43621 2.80491 0.82828
H -2.25548 1.84438 -0.88677
H -0.94330 0.52948 -2.86598
H 1.77490 -2.01884 -1.38014
H -0.28140 -2.59204 0.72739
H -1.95511 -1.23796 0.95749
H 1.95540 -2.06653 0.47938
H -0.53783 -2.45410 -1.27186
O -0.73026 -1.28772 2.82396
N -0.10886 -0.23794 2.93240
O 0.12455 0.35845 4.09420
O 0.49290 0.35270 1.91659
*
```


# 3
The following is a quantum chemistry calculation of a molecular structure, C4H6FeO3 at a distorted geometry, from OMol25.

Properties
LUMO level (spin up / spin down): -0.5582 / -0.6751 Ha
M: 157.93 g/mol

```
! RIJCOSX wB97M-V def2-TZVPD def2/J DEFGRID3
* xyz 3 6
H 0.80300 -0.56936 -0.78780
O -0.79256 -1.81991 -0.16923
O -1.61833 -0.58777 1.39650
O -2.43149 -2.65482 1.13879
C -0.07880 -0.62475 -0.16065
C -0.61173 0.14318 0.78870
C -1.67728 -1.75157 0.79392
H -0.46298 1.16522 1.11584
Fe -2.99574 -4.33307 0.91381
H 2.33413 1.61523 -0.15351
C 1.97117 2.21006 -1.00741
H 2.67955 2.10726 -1.83792
H 0.98691 1.83499 -1.31558
H 1.89412 3.26531 -0.71547
*
```


# 4
The following is a quantum chemistry calculation of a gas-phase ion, C5H9N2OS (charge +1) at a distorted geometry, from OMol25.

Properties
LUMO level (spin up / spin down): -0.2800 / -0.2802 Ha
M: 145.21 g/mol
SMILES: O=NC[C@H]1CCC[N+]1=S

```
! RIJCOSX wB97M-V def2-TZVPD def2/J DEFGRID3
* xyz 1 1
O -1.32783 -2.43348 2.25823
N -1.21228 -1.23617 2.30787
C -1.32880 -0.53233 1.09801
C -0.01649 -0.65965 0.24230
C -0.33199 -0.24806 -1.23181
C 0.30142 1.14940 -1.42507
C 1.44976 1.00564 -0.40053
N 1.04803 0.15752 0.69213
S 1.43044 0.02940 2.19789
H -1.35348 0.62543 1.35237
H -2.19601 -0.79660 0.48568
H 0.32144 -1.82265 0.11662
H -1.35158 -0.14261 -1.35351
H 0.13432 -0.92227 -1.87230
H 0.57358 1.22986 -2.42178
H -0.31872 1.96708 -1.18011
H 2.42876 0.63794 -0.79593
H 1.74943 1.99155 -0.07006
*
```


# 5
The following is a quantum chemistry calculation of 2 unconnected molecules or ions with the total composition C5H11N at a distorted geometry, from OMol25.

Properties
LUMO level: 0.0411 Ha
M: 85.15 g/mol
SMILES: C=CC.C=CN

```
! RIJCOSX wB97M-V def2-TZVPD def2/J DEFGRID3
* xyz 0 1
C -1.91035 -0.35678 -0.21175
C -2.95720 0.43952 -0.29648
C -3.13694 1.81957 0.21641
H -1.78923 -1.20085 -0.89138
H -0.96356 -0.04466 0.22630
H -3.86738 -0.08518 -0.59468
H -3.11902 2.59429 -0.54675
H -2.51590 2.02466 1.08481
H -4.17731 1.86560 0.58656
C 1.93360 0.24669 -0.38900
C 2.79018 -0.45030 0.34600
N 3.34528 -1.73482 0.26110
H 0.98011 -0.07560 -0.82489
H 2.06264 1.30766 -0.54522
H 3.18210 0.04102 1.24608
H 3.37218 -2.26270 -0.60425
H 3.00244 -2.43671 0.92062
*
```


# 6
The following is a quantum chemistry calculation of a molecular structure, C4H6KO3 at a distorted geometry, from OMol25.

Properties
LUMO level: -0.1430 Ha
M: 141.19 g/mol

```
! RIJCOSX wB97M-V def2-TZVPD def2/J DEFGRID3
* xyz 1 1
K -5.29138 -0.72987 1.81286
C 1.33141 0.17095 -1.50359
C 0.50241 -0.31524 -0.31562
C 0.79283 0.17423 1.00151
O -0.45821 0.16292 1.56362
C -1.45358 0.11275 0.61385
O -2.67125 0.21584 0.84206
O -0.79652 0.09456 -0.57023
H 2.30927 -0.30689 -1.44392
H 1.61711 1.21994 -1.58175
H 0.79258 0.01619 -2.43837
H 0.42262 -1.39658 -0.42711
H 1.38579 1.08883 0.99925
H 1.51692 -0.50764 1.44744
*
```


# 7
The following is a quantum chemistry calculation of C2H3ClF2O2S in the gas phase at a distorted geometry, from OMol25.

Properties
LUMO level: -0.0300 Ha
M: 164.56 g/mol
SMILES: O=S(=O)(Cl)[C@H](F)CF

```
! RIJCOSX wB97M-V def2-TZVPD def2/J DEFGRID3
* xyz 0 1
O 1.04165 -0.49443 2.21071
S 1.33767 -0.06182 0.88638
O 1.65484 1.30681 0.63364
Cl 2.86907 -1.23361 0.14089
C -0.35158 -0.55452 -0.48199
F 0.27921 -0.72876 -1.64995
C -1.29536 0.60543 -0.47670
F -2.07019 0.54128 0.64446
H -0.73076 -1.49432 -0.09192
H -0.76473 1.56405 -0.47102
H -1.96981 0.54989 -1.34451
*
```


# 8
The following is a quantum chemistry calculation of a molecular structure, C4H7N3 at a distorted geometry, from OMol25.

Properties
LUMO level: 0.0211 Ha
M: 97.12 g/mol

```
! RIJCOSX wB97M-V def2-TZVPD def2/J DEFGRID3
* xyz 0 1
C -2.20200 0.18358 -0.32905
C -0.80867 -0.42202 -0.18140
N 0.22390 0.61931 -0.04186
C 1.51086 0.26179 0.24030
N 1.99990 -0.93747 0.34885
C 2.87745 0.64573 -0.09299
N 3.93702 0.85018 -0.53755
H -2.29242 0.76208 -1.25439
H -2.44133 0.83519 0.51779
H -2.96043 -0.60712 -0.35863
H -0.58678 -1.04253 -1.06122
H -0.77810 -1.08315 0.69526
H -0.09661 1.57795 -0.02913
H 1.57196 -1.66641 -0.19704
*
```


# 9
The following is a quantum chemistry calculation of a gas-phase ion, CHN2O3P (charge -2) at a distorted geometry, from OMol25.

Properties
LUMO level: 0.2780 Ha
M: 120.00 g/mol

```
! RIJCOSX wB97M-V def2-TZVPD def2/J DEFGRID3
* xyz -2 1
C -0.79667 0.11022 -0.02118
N -1.95686 -1.99887 0.00036
N -1.45759 -0.93833 -0.00138
O 1.27417 1.23978 1.24761
O 1.76219 -0.98819 0.08196
O 1.32343 1.12276 -1.31178
P 1.13788 0.38373 0.00112
H -1.28655 1.06890 0.00328
*
```


The evaluated relative energy (zero: lowest compared OMol25 entry of this formula, charge and spin) for the records listed, in turn: 33.8 27.6 20.1 141.5 70.6 24.0 0.0 64.2 54.9 kcal/mol.